1.
This record from OMol25 describes a 7-piece molecular cluster, C28H77N7O7 overall at a distorted geometry. The level of theory is ωB97M-V with the def2-TZVPD basis set.

Last column: Löwdin charge in e.
Geometry (Å):
C (-7.6146, 0.4794, 5.2266)  -0.051
C (-7.1492, 1.8950, 4.8398)  -0.449
C (-7.2039, 2.2144, 3.3144)  -0.212
O (-6.5463, 1.2805, 2.4959)  -0.185
C (-6.7958, 1.5576, 1.0993)  -0.105
N (-7.8632, 2.8772, 5.5910)  0.022
H (-7.1966, -0.3531, 4.6606)  0.070
H (-8.6860, 0.3960, 5.0445)  0.081
H (-7.3043, 0.2733, 6.2510)  0.071
H (-6.1051, 2.0888, 5.0858)  0.127
H (-6.6739, 3.1425, 3.1002)  0.119
H (-8.2071, 2.3027, 2.8975)  0.121
H (-6.2647, 0.8817, 0.4291)  0.079
H (-6.5491, 2.5501, 0.7221)  0.084
H (-7.8275, 1.4010, 0.7845)  0.080
H (-7.6767, 2.7082, 6.5691)  0.075
H (-7.4454, 3.7601, 5.3342)  0.073
C (-4.9618, -4.0810, -0.3564)  -0.048
C (-4.9988, -4.6748, -1.8219)  -0.431
C (-4.2722, -3.8345, -2.8940)  -0.210
O (-4.7577, -2.5163, -2.9402)  -0.207
C (-6.0606, -2.3164, -3.4569)  -0.092
N (-4.3289, -5.9527, -1.8077)  0.018
H (-5.3324, -3.0573, -0.3038)  0.066
H (-4.0000, -4.2237, 0.1364)  0.071
H (-5.6119, -4.7137, 0.2478)  0.067
H (-6.0473, -4.8686, -2.0484)  0.130
H (-4.3382, -4.3860, -3.8319)  0.122
H (-3.2160, -3.7991, -2.6270)  0.126
H (-6.1985, -3.1834, -4.1030)  0.085
H (-6.0046, -1.3981, -4.0414)  0.089
H (-6.8370, -2.3278, -2.6919)  0.085
H (-3.3548, -5.7507, -1.6332)  0.065
H (-4.5709, -6.3282, -0.9019)  0.062
C (1.3229, 0.2428, 0.5491)  -0.045
C (-0.1491, -0.2859, 0.3261)  -0.396
C (-0.9480, -0.2363, 1.6079)  -0.219
O (-0.2557, -1.0821, 2.5267)  -0.220
C (-0.8688, -1.1228, 3.8323)  -0.088
N (-0.8724, 0.5597, -0.6595)  0.024
H (1.7747, -0.4559, 1.2532)  0.065
H (1.4520, 1.2824, 0.8502)  0.076
H (1.9602, 0.1216, -0.3268)  0.064
H (-0.0840, -1.3079, -0.0472)  0.131
H (-1.9974, -0.5152, 1.5136)  0.121
H (-0.9886, 0.7331, 2.1047)  0.120
H (-0.4536, -1.9773, 4.3666)  0.082
H (-1.8873, -1.4986, 3.7350)  0.080
H (-0.7919, -0.1618, 4.3408)  0.088
H (-0.2164, 0.6943, -1.4155)  0.058
H (-1.7755, 0.2363, -0.9757)  0.065
C (-0.3692, 6.5439, -0.3800)  -0.055
C (-1.1181, 5.8335, 0.7362)  -0.500
C (-1.7817, 6.6602, 1.8580)  -0.144
O (-2.5568, 5.8700, 2.8522)  -0.209
C (-1.7352, 5.0363, 3.6887)  -0.096
N (-2.1097, 5.0012, 0.1725)  0.041
H (0.3550, 7.2071, 0.0930)  0.070
H (-0.9787, 7.2518, -0.9417)  0.080
H (0.2121, 5.8669, -1.0060)  0.079
H (-0.4293, 5.2064, 1.3022)  0.110
H (-2.4379, 7.4103, 1.4166)  0.125
H (-0.9841, 7.2106, 2.3570)  0.117
H (-1.2940, 5.6795, 4.4501)  0.085
H (-1.0346, 4.5155, 3.0360)  0.072
H (-2.2689, 4.2962, 4.2849)  0.082
H (-2.6369, 4.6362, 0.9529)  0.064
H (-1.6446, 4.1637, -0.1475)  0.075
C (6.8762, 3.6741, -0.0914)  -0.053
C (7.9719, 3.5627, 0.9853)  -0.482
C (9.3910, 3.4191, 0.4513)  -0.224
O (10.4116, 3.5200, 1.4503)  -0.201
C (11.7396, 3.8921, 0.9872)  -0.067
N (7.8619, 4.6295, 1.9021)  0.035
H (7.0710, 4.5140, -0.7583)  0.073
H (5.9306, 3.8702, 0.4141)  0.076
H (6.8012, 2.7534, -0.6699)  0.074
H (7.8139, 2.6527, 1.5642)  0.138
H (9.5056, 4.1558, -0.3438)  0.115
H (9.3826, 2.5381, -0.1904)  0.120
H (11.9335, 3.3187, 0.0807)  0.082
H (12.4787, 3.7002, 1.7649)  0.086
H (11.6851, 4.9506, 0.7327)  0.083
H (8.6327, 4.4827, 2.5381)  0.069
H (8.0567, 5.5214, 1.4700)  0.078
C (4.6110, -6.0488, 3.5255)  -0.040
C (4.0103, -4.8242, 2.7081)  -0.480
C (4.8670, -4.6092, 1.4539)  -0.191
O (6.1341, -3.9869, 1.7191)  -0.181
C (7.0687, -4.1323, 0.7118)  -0.141
N (2.6698, -5.0121, 2.3892)  0.034
H (4.5518, -6.9475, 2.9115)  0.072
H (4.0545, -6.2404, 4.4429)  0.065
H (5.6608, -5.8470, 3.7382)  0.073
H (4.0899, -3.9532, 3.3587)  0.133
H (4.2839, -3.9544, 0.8063)  0.120
H (4.9133, -5.5999, 1.0017)  0.123
H (7.2905, -5.1850, 0.5364)  0.089
H (7.9458, -3.5559, 1.0060)  0.088
H (6.7716, -3.6390, -0.2137)  0.083
H (2.2651, -5.3579, 3.2476)  0.075
H (2.2837, -4.0874, 2.2627)  0.079
C (1.5451, -2.0900, -5.7641)  -0.077
C (0.7493, -2.8300, -6.8072)  -0.464
C (-0.5342, -2.0155, -7.1231)  -0.187
O (-1.2515, -2.7640, -8.1584)  -0.191
C (-2.3841, -1.9551, -8.6088)  -0.098
N (1.5151, -3.0141, -8.0160)  0.036
H (0.9825, -1.8595, -4.8595)  0.078
H (1.9026, -1.1829, -6.2513)  0.076
H (2.4637, -2.6157, -5.5035)  0.079
H (0.5707, -3.8359, -6.4271)  0.139
H (-0.2780, -1.0070, -7.4477)  0.120
H (-1.0767, -1.8895, -6.1862)  0.117
H (-3.1597, -1.8388, -7.8517)  0.080
H (-2.8591, -2.4797, -9.4378)  0.080
H (-2.1419, -0.9725, -9.0137)  0.080
H (0.9023, -3.3986, -8.7207)  0.064
H (1.6314, -2.0842, -8.3928)  0.067

Calculated values
Energy above the lowest of the compared OMol25 structures with the same formula, charge and spin, kJ/mol: 384.30
HOMO level, hartree: -0.3370
SMILES: COC[C@H](C)N.COC[C@H](C)N.COC[C@H](C)N.COC[C@H](C)N.COC[C@H](C)N.COC[C@H](C)N.COC[C@H](C)N

***

2.
This record from OMol25 describes a 7-piece molecular cluster, C28H77N7O7 overall at a distorted geometry. The level of theory is ωB97M-V with the def2-TZVPD basis set.

Last column: Löwdin charge in e.
Geometry (Å):
C (-15.5549, -6.7218, 15.4616)  -0.034
C (-14.6516, -7.4300, 14.4540)  -0.411
C (-14.8330, -8.9541, 14.5137)  -0.213
O (-14.2121, -9.4007, 15.6948)  -0.163
C (-14.3437, -10.7999, 15.8648)  -0.087
N (-14.8264, -6.9412, 13.0840)  0.026
H (-15.4311, -5.6450, 15.3542)  0.065
H (-15.2853, -7.0355, 16.4696)  0.082
H (-16.6004, -7.0075, 15.3343)  0.072
H (-13.5941, -7.2723, 14.7053)  0.139
H (-14.3588, -9.4053, 13.6346)  0.119
H (-15.9177, -9.1152, 14.5082)  0.103
H (-14.0933, -11.3369, 14.9426)  0.071
H (-15.3884, -11.0417, 16.0840)  0.083
H (-13.6688, -11.1281, 16.6505)  0.090
H (-14.2876, -7.4795, 12.4069)  0.081
H (-14.3173, -6.0590, 13.0338)  0.062
C (-14.3149, -11.7441, 10.6136)  -0.068
C (-14.6883, -12.1283, 12.0332)  -0.443
C (-16.0582, -11.5590, 12.4194)  -0.213
O (-16.2602, -11.8525, 13.7942)  -0.210
C (-17.5199, -11.3744, 14.2368)  -0.094
N (-14.6056, -13.5707, 12.1564)  0.047
H (-13.2500, -11.9306, 10.4678)  0.079
H (-14.4940, -10.6944, 10.3687)  0.066
H (-14.8443, -12.3413, 9.8666)  0.077
H (-13.9556, -11.6642, 12.6974)  0.123
H (-16.8374, -11.8038, 11.6886)  0.113
H (-16.0290, -10.4600, 12.3845)  0.095
H (-18.3475, -11.6939, 13.5939)  0.074
H (-17.5141, -10.2795, 14.2508)  0.070
H (-17.6925, -11.7970, 15.2251)  0.092
H (-14.7713, -13.8369, 13.1237)  0.072
H (-15.3552, -14.0374, 11.6531)  0.077
C (-17.7879, -6.2205, 10.8017)  -0.049
C (-18.3651, -7.4172, 11.5377)  -0.408
C (-17.9553, -8.7903, 11.0229)  -0.219
O (-18.2214, -9.0469, 9.6514)  -0.165
C (-17.6896, -10.3236, 9.3389)  -0.098
N (-17.9655, -7.4089, 12.9628)  0.058
H (-18.2035, -6.0901, 9.7989)  0.076
H (-16.7095, -6.3875, 10.7104)  0.075
H (-17.9151, -5.2661, 11.3075)  0.057
H (-19.4609, -7.3925, 11.5643)  0.137
H (-18.4800, -9.5228, 11.6416)  0.113
H (-16.8616, -8.8372, 11.1217)  0.114
H (-18.0879, -11.1139, 9.9846)  0.072
H (-16.6040, -10.2559, 9.4570)  0.077
H (-17.9887, -10.5382, 8.3154)  0.071
H (-18.2161, -6.5350, 13.4069)  0.037
H (-16.9432, -7.3674, 12.9589)  0.021
C (-15.6202, -1.5777, 13.5919)  -0.053
C (-16.2094, -2.9667, 13.7578)  -0.424
C (-17.7200, -3.0137, 13.6119)  -0.204
O (-18.2419, -4.1824, 14.2193)  -0.208
C (-19.6463, -4.2691, 14.1160)  -0.113
N (-15.4088, -3.8796, 12.9127)  0.068
H (-16.1996, -0.8122, 14.1105)  0.078
H (-15.5554, -1.3270, 12.5298)  0.064
H (-14.6092, -1.5779, 13.9949)  0.080
H (-16.0395, -3.2972, 14.7912)  0.131
H (-17.9436, -3.0077, 12.5367)  0.117
H (-18.1788, -2.1604, 14.1196)  0.127
H (-19.9927, -5.2584, 14.4124)  0.087
H (-19.9368, -4.2242, 13.0551)  0.088
H (-20.1172, -3.4541, 14.6693)  0.089
H (-15.6382, -3.6086, 11.9498)  0.034
H (-15.8304, -4.8075, 12.9565)  0.034
C (-24.3807, -12.4565, 8.5731)  -0.072
C (-23.9651, -12.6421, 10.0328)  -0.437
C (-22.5178, -12.1658, 10.1838)  -0.209
O (-21.9438, -12.6236, 11.3994)  -0.185
C (-20.5506, -12.4949, 11.4851)  -0.120
N (-24.8682, -11.9207, 10.9236)  0.040
H (-23.8822, -13.1179, 7.8671)  0.074
H (-24.4171, -11.4012, 8.3024)  0.079
H (-25.4207, -12.7934, 8.4904)  0.077
H (-23.9248, -13.7136, 10.2340)  0.141
H (-22.4920, -11.0678, 10.2516)  0.132
H (-21.8719, -12.4638, 9.3489)  0.102
H (-20.1950, -11.4977, 11.7596)  0.076
H (-20.0551, -12.7722, 10.5442)  0.072
H (-20.2229, -13.2530, 12.1968)  0.091
H (-24.4761, -11.9543, 11.8622)  0.072
H (-24.8328, -10.9270, 10.7080)  0.072
C (-16.1632, -11.0933, 6.0043)  -0.072
C (-16.9893, -11.8946, 4.9938)  -0.424
C (-18.4526, -12.0043, 5.4281)  -0.218
O (-18.5303, -12.7614, 6.6134)  -0.204
C (-19.8231, -12.8235, 7.1929)  -0.107
N (-16.9523, -11.1646, 3.7115)  0.024
H (-16.2346, -11.6020, 6.9677)  0.061
H (-16.5223, -10.0679, 6.1214)  0.081
H (-15.1041, -10.9471, 5.7798)  0.073
H (-16.5379, -12.8839, 4.8801)  0.136
H (-18.9075, -12.5527, 4.5898)  0.123
H (-18.9441, -11.0366, 5.5571)  0.134
H (-20.0166, -11.8646, 7.6903)  0.077
H (-19.7485, -13.5790, 7.9739)  0.085
H (-20.5830, -13.0555, 6.4437)  0.091
H (-17.5637, -11.6644, 3.0716)  0.064
H (-16.0209, -11.1538, 3.3196)  0.069
C (-18.4550, -2.4558, 8.6489)  -0.054
C (-17.6201, -1.4969, 9.4666)  -0.437
C (-16.1156, -1.7239, 9.4635)  -0.201
O (-15.8777, -2.9895, 10.0824)  -0.232
C (-14.5878, -3.4852, 9.7576)  -0.105
N (-17.9863, -0.1329, 8.9754)  0.029
H (-18.0952, -2.4176, 7.6157)  0.085
H (-19.5172, -2.2543, 8.7460)  0.082
H (-18.2979, -3.5027, 8.9235)  0.064
H (-17.9130, -1.4420, 10.5210)  0.128
H (-15.6423, -0.9302, 10.0528)  0.120
H (-15.7098, -1.6862, 8.4471)  0.125
H (-14.6393, -4.5626, 9.9207)  0.085
H (-13.7838, -3.0543, 10.3623)  0.093
H (-14.3173, -3.3158, 8.7115)  0.086
H (-17.3248, 0.5131, 9.4025)  0.064
H (-17.8205, -0.1118, 7.9718)  0.065

Calculated values
Energy above the lowest of the compared OMol25 structures with the same formula, charge and spin, kJ/mol: 90.56
HOMO level, hartree: -0.3319
SMILES: COC[C@H](C)N.COC[C@H](C)N.COC[C@H](C)N.COC[C@H](C)N.COC[C@H](C)N.COC[C@H](C)N.COC[C@H](C)N

***

3.
This record from OMol25 describes a 10-piece molecular cluster, C28H80N4O10 overall at a distorted geometry. The level of theory is ωB97M-V with the def2-TZVPD basis set.

Last column: Löwdin charge in e.
Geometry (Å):
C (-3.2909, 6.6270, -3.7009)  -0.093
C (-1.8712, 6.0608, -3.5471)  -0.319
O (-1.6414, 5.7382, -2.1835)  -0.091
H (-3.9304, 5.8400, -3.3011)  0.074
H (-3.5621, 7.0337, -4.6751)  0.072
H (-3.4733, 7.4535, -3.0140)  0.064
H (-1.1514, 6.8572, -3.7363)  0.104
H (-1.7517, 5.1742, -4.1699)  0.113
H (-1.6209, 6.6035, -1.7682)  0.076
C (-7.1231, 0.3830, -4.2526)  -0.096
C (-7.4487, 0.4419, -5.7038)  -0.362
O (-7.2075, 1.7713, -6.0615)  -0.084
H (-7.8262, 1.0739, -3.7874)  0.081
H (-6.1147, 0.7514, -4.0642)  0.078
H (-7.1904, -0.6410, -3.8853)  0.076
H (-8.5086, 0.2230, -5.8335)  0.110
H (-6.7990, -0.1404, -6.3572)  0.114
H (-7.1641, 1.7547, -7.0204)  0.082
C (0.3605, 0.4866, -12.1829)  -0.097
C (0.6105, 0.9692, -13.6372)  -0.308
O (-0.6607, 1.4838, -13.9417)  -0.097
H (0.0886, 1.2555, -11.4597)  0.070
H (1.2886, -0.0111, -11.9020)  0.064
H (-0.4214, -0.2685, -12.1019)  0.072
H (0.8848, 0.0266, -14.1108)  0.105
H (1.2659, 1.8342, -13.7391)  0.114
H (-0.5861, 1.9648, -14.7691)  0.079
C (1.6188, -10.5360, 1.5274)  -0.099
C (2.1804, -9.1152, 1.7374)  -0.309
O (2.0522, -8.7797, 3.1014)  -0.089
H (1.4556, -10.6726, 0.4584)  0.066
H (0.6997, -10.9243, 1.9663)  0.070
H (2.2773, -11.2905, 1.9579)  0.063
H (1.4632, -8.4656, 1.2356)  0.107
H (3.2119, -8.9747, 1.4146)  0.113
H (2.7907, -9.1954, 3.5525)  0.078
C (-1.5962, -3.2358, 9.6968)  -0.082
C (-0.9325, -4.3592, 8.8758)  -0.340
O (-0.9519, -4.1005, 7.4834)  -0.063
H (-1.4728, -2.2561, 9.2351)  0.073
H (-1.3133, -3.2257, 10.7494)  0.069
H (-2.6744, -3.3793, 9.7671)  0.062
H (-1.2471, -5.3604, 9.1703)  0.104
H (0.0814, -4.4540, 9.2644)  0.097
H (-0.2830, -4.7352, 7.2162)  0.079
C (-7.0492, -7.2705, -1.0261)  -0.088
C (-7.4078, -8.7365, -0.9162)  -0.364
O (-6.2323, -9.4715, -0.9585)  -0.068
H (-6.4210, -7.1130, -0.1494)  0.071
H (-7.7928, -6.4746, -0.9850)  0.072
H (-6.5000, -7.1549, -1.9605)  0.077
H (-8.0695, -9.1348, -1.6854)  0.112
H (-7.9778, -8.9046, -0.0025)  0.105
H (-5.7011, -9.2661, -0.1856)  0.085
C (4.8230, -2.0141, 6.3211)  -0.063
C (4.5605, -0.5433, 6.5954)  -0.461
C (5.6422, 0.0114, 7.5478)  -0.194
O (5.5760, -0.4558, 8.8658)  -0.182
C (4.4600, -0.1267, 9.5921)  -0.134
N (4.4585, 0.1294, 5.3246)  0.032
H (5.6914, -2.2797, 5.7182)  0.086
H (3.9819, -2.2569, 5.6717)  0.066
H (4.6556, -2.7039, 7.1482)  0.083
H (3.5504, -0.4664, 6.9978)  0.124
H (5.5550, 1.0968, 7.5968)  0.117
H (6.6025, -0.2378, 7.0963)  0.130
H (4.6659, -0.5029, 10.5942)  0.097
H (3.5287, -0.4995, 9.1657)  0.079
H (4.3552, 0.9580, 9.6151)  0.088
H (3.9913, -0.5456, 4.7362)  0.059
H (3.7702, 0.8666, 5.3785)  0.074
C (5.5819, 7.5224, -5.2669)  -0.052
C (6.5820, 7.1942, -4.0870)  -0.422
C (5.9445, 6.7012, -2.6989)  -0.158
O (7.0572, 6.3857, -1.8271)  -0.242
C (6.8967, 5.3707, -0.8446)  -0.087
N (7.4886, 6.1787, -4.4496)  0.010
H (6.2328, 7.8116, -6.0920)  0.068
H (4.9949, 8.3532, -4.8754)  0.066
H (4.9818, 6.6973, -5.6505)  0.068
H (7.2505, 8.0541, -4.0446)  0.134
H (5.2782, 5.8385, -2.7067)  0.114
H (5.2538, 7.4809, -2.3780)  0.107
H (7.8467, 5.0006, -0.4590)  0.094
H (6.5719, 4.5283, -1.4553)  0.074
H (6.0455, 5.6689, -0.2326)  0.092
H (8.1332, 6.1852, -3.6721)  0.066
H (6.9974, 5.3258, -4.2231)  0.070
C (-0.1450, -1.8866, -0.6889)  -0.073
C (0.8489, -1.2336, -1.6226)  -0.471
C (0.4753, -1.3578, -3.1023)  -0.229
O (1.4562, -0.9615, -3.9881)  -0.189
C (2.6869, -1.7263, -3.9971)  -0.077
N (1.2847, 0.0874, -1.2593)  0.046
H (-1.1069, -1.3801, -0.6099)  0.074
H (0.1767, -1.7968, 0.3486)  0.073
H (-0.2686, -2.9675, -0.7564)  0.078
H (1.7616, -1.7550, -1.3340)  0.126
H (-0.3641, -0.6936, -3.3080)  0.133
H (0.2200, -2.3925, -3.3313)  0.121
H (2.4924, -2.7951, -4.0855)  0.087
H (3.2945, -1.5525, -3.1090)  0.075
H (3.3266, -1.4280, -4.8277)  0.085
H (2.1228, 0.3317, -1.7672)  0.068
H (0.6055, 0.7331, -1.6359)  0.072
C (-3.3486, 3.5730, 5.8912)  -0.079
C (-3.1677, 2.9625, 4.4471)  -0.367
C (-4.4205, 3.1886, 3.4971)  -0.144
O (-5.5632, 2.5712, 4.1419)  -0.215
C (-5.6723, 1.1889, 3.9866)  -0.136
N (-1.9563, 3.7511, 4.0884)  0.002
H (-4.2914, 3.2792, 6.3525)  0.062
H (-3.4606, 4.6539, 5.9762)  0.069
H (-2.5109, 3.3005, 6.5332)  0.071
H (-2.9158, 1.9034, 4.5028)  0.125
H (-4.3564, 2.7368, 2.5073)  0.114
H (-4.6306, 4.2579, 3.4745)  0.119
H (-4.9036, 0.6486, 4.5391)  0.080
H (-5.5755, 0.7843, 2.9791)  0.081
H (-6.6874, 0.9876, 4.3288)  0.093
H (-2.0784, 4.7492, 3.9940)  0.066
H (-1.6985, 3.3510, 3.1975)  0.059

Calculated values
Energy above the lowest of the compared OMol25 structures with the same formula, charge and spin, kJ/mol: 554.21
HOMO level, hartree: -0.3285
SMILES: COC[C@H](C)N.COC[C@H](C)N.COC[C@H](C)N.COC[C@H](C)N.CCO.CCO.CCO.CCO.CCO.CCO

***

For each record above, in turn, the calculated Kohn-Sham gap values are 0.348; 0.354; 0.342 Eh.